No. 1
Formula: C4H6BrN3O
Source: the Open Molecules 2025 dataset
Level of theory: ωB97M-V with the def2-TZVPD basis set

Its maximum force is 0.09328 hartree/bohr. The value obtained for the energy relative to the best compared isomer or geometry (same formula, charge and spin) is 78.78 kcal/mol.

Positions of all 15 atoms, in Å:
H: 1.008 1.936 -1.112
H: -1.474 -2.641 0.291
C: 0.190 1.800 0.853
Br: 0.495 1.949 3.511
C: -1.040 -0.822 -0.412
H: 0.533 -2.744 1.324
C: 0.440 1.232 -0.504
H: -1.348 2.888 0.286
H: 1.067 -1.709 0.307
O: -0.687 2.719 1.012
H: -0.150 -0.268 -1.950
C: -0.116 0.094 -0.899
N: 0.505 -2.540 0.322
N: 0.843 1.356 1.813
N: -0.786 -1.924 0.145

No. 2
Formula: C4H6BrNO
Source: the Open Molecules 2025 dataset
Level of theory: ωB97M-V with the def2-TZVPD basis set

As for the multiplicity: 3. As for the expectation value of S²: 2.01. Its maximum force is 0.09109 hartree/bohr. The value obtained for the energy relative to the best compared isomer or geometry (same formula, charge and spin) is 1.49 kcal/mol.

Positions of all 13 atoms, in Å:
H: 1.809 0.390 1.386
H: 0.807 -2.188 1.031
C: -0.699 0.334 -0.164
H: -0.907 1.518 -1.945
H: 0.325 -0.072 2.428
N: 0.594 -1.292 0.709
Br: -2.474 0.747 0.336
C: 0.796 -0.101 1.450
H: 0.678 0.374 -1.740
C: -0.352 -1.171 -0.229
O: -0.873 -1.966 -0.917
C: -0.051 1.195 -1.303
H: 0.349 2.231 -1.044

No. 3
Formula: C4H6BrNSe
Source: the Open Molecules 2025 dataset
Level of theory: ωB97M-V with the def2-TZVPD basis set

As for the multiplicity: 3. As for the expectation value of S²: 2.02. Its maximum force is 0.09768 hartree/bohr. The value obtained for the energy relative to the best compared isomer or geometry (same formula, charge and spin) is 42.73 kcal/mol.

Positions of all 13 atoms, in Å:
Se: -0.627 1.907 0.082
H: -0.154 1.132 -2.261
C: -0.486 0.300 1.105
H: 1.472 -0.659 1.926
H: -2.006 1.142 -2.097
Br: 2.434 0.689 -0.033
H: -1.047 -0.202 -1.279
C: 1.005 -1.898 0.351
H: -1.132 -0.473 0.887
H: -0.412 0.631 2.231
N: 0.745 -2.877 -0.204
C: 1.247 -0.609 0.901
C: -1.040 0.918 -1.607

No. 4
Formula: C4H6BrOS
Source: the Open Molecules 2025 dataset
Level of theory: ωB97M-V with the def2-TZVPD basis set

Its total charge is -1. Its maximum force is 0.08450 hartree/bohr. The value obtained for the energy relative to the best compared isomer or geometry (same formula, charge and spin) is 9.46 kcal/mol.

Positions of all 13 atoms, in Å:
Br: -2.741 -0.641 1.157
C: 0.013 -1.225 0.653
H: 1.098 -0.699 0.700
O: 0.757 -0.605 -3.164
H: 0.141 -1.953 -0.196
H: -0.197 -1.605 1.603
S: 2.415 0.368 -1.292
H: 0.302 1.818 -0.057
C: 1.321 -0.116 -2.270
C: -0.943 -0.151 0.223
H: -1.377 2.056 0.479
C: -0.543 1.322 0.580
H: -0.245 1.432 1.584

No. 5
Formula: C4H6CaO
Source: the Open Molecules 2025 dataset
Level of theory: ωB97M-V with the def2-TZVPD basis set

Its total charge is +2. Its maximum force is 0.10500 hartree/bohr. The value obtained for the energy relative to the best compared isomer or geometry (same formula, charge and spin) is 52.41 kcal/mol.

Positions of all 12 atoms, in Å:
Ca: -1.953 -0.791 -0.560
C: 0.298 1.563 -0.169
C: 1.931 -0.115 0.932
H: 1.798 -2.052 0.134
H: 2.319 -1.941 1.884
O: -0.244 0.251 -0.248
H: 1.045 1.778 -0.938
H: 0.206 0.795 1.925
H: -0.459 2.320 0.056
C: 2.150 -1.408 0.944
C: 0.737 0.716 0.972
H: 2.292 0.871 1.582

No. 6
Formula: C4H6Cl2N2O2
Source: the Open Molecules 2025 dataset
Level of theory: ωB97M-V with the def2-TZVPD basis set

Its maximum force is 0.09017 hartree/bohr. The value obtained for the energy relative to the best compared isomer or geometry (same formula, charge and spin) is 201.33 kcal/mol.

Positions of all 16 atoms, in Å:
Cl: -3.227 1.320 -0.288
O: -2.154 -0.942 -0.843
H: -0.393 0.000 -2.224
H: -0.592 2.207 1.618
H: -1.889 0.950 1.759
N: 1.405 -0.564 0.648
C: 0.474 -0.483 -1.775
C: -0.431 0.665 0.217
C: 0.554 -0.049 -0.324
H: -0.100 0.580 2.216
H: 1.315 -0.233 -2.275
O: 2.172 -1.425 0.256
Cl: -2.052 -1.969 0.813
N: -2.014 0.290 -0.979
C: -0.788 1.168 1.558
H: 0.522 -1.549 -1.621

No. 7
Formula: C4H6Cl2O
Source: the Open Molecules 2025 dataset
Level of theory: ωB97M-V with the def2-TZVPD basis set

The structure (SMILES) is CC(=O)[C@@H](Cl)CCl. Its maximum force is 0.08474 hartree/bohr. The value obtained for the energy relative to the best compared isomer or geometry (same formula, charge and spin) is 36.88 kcal/mol.

Positions of all 13 atoms, in Å:
H: -0.893 0.167 -1.824
H: 1.599 -1.055 1.391
C: -1.533 0.841 0.148
H: -1.329 1.751 -0.217
C: 0.834 -0.261 -0.564
Cl: -3.278 0.518 0.126
C: 1.953 -0.243 0.769
H: -1.189 0.645 1.158
O: 1.371 -0.431 -1.619
Cl: -1.359 -1.792 -0.338
H: 1.797 0.617 1.392
H: 2.931 -0.587 0.355
C: -0.904 -0.171 -0.777

No. 8
Formula: C4H6Cl2O
Source: the Open Molecules 2025 dataset
Level of theory: ωB97M-V with the def2-TZVPD basis set

Its maximum force is 0.08488 hartree/bohr. The value obtained for the energy relative to the best compared isomer or geometry (same formula, charge and spin) is 66.16 kcal/mol.

Positions of all 13 atoms, in Å:
H: 2.034 1.181 -0.713
H: 1.810 -0.493 0.037
H: 1.991 0.898 1.094
Cl: -2.292 0.071 -1.469
C: 1.517 0.504 0.137
C: 0.019 0.578 0.141
C: -0.583 -0.200 1.236
H: -1.577 0.147 1.474
H: -0.008 -1.015 1.590
Cl: -0.419 2.293 -0.176
C: -0.775 -0.366 -0.710
H: -1.212 -2.035 -1.534
O: -0.505 -1.562 -1.106

No. 9
Formula: C4H6Cl2OS
Source: the Open Molecules 2025 dataset
Level of theory: ωB97M-V with the def2-TZVPD basis set

The structure (SMILES) is CC(C)=C(Cl)Cl.O=S. Its maximum force is 0.09086 hartree/bohr. The value obtained for the energy relative to the best compared isomer or geometry (same formula, charge and spin) is 58.87 kcal/mol.

Positions of all 14 atoms, in Å:
C: -0.345 1.540 0.558
O: 1.950 -0.765 1.457
Cl: -0.424 -2.477 -0.167
C: -0.118 0.091 -1.584
C: -0.430 0.192 -0.141
H: 0.355 1.503 1.489
H: 0.850 -0.080 -1.829
Cl: -1.090 -1.013 2.191
H: -0.482 0.923 -2.056
C: -0.609 -0.897 0.552
H: -1.404 1.700 0.860
S: 2.275 -2.094 0.909
H: 0.156 2.170 -0.135
H: -0.684 -0.792 -2.104

No. 10
Formula: C4H6Cl4CrFNO5
Source: the Open Molecules 2025 dataset
Level of theory: ωB97M-V with the def2-TZVPD basis set

As for the multiplicity: 4. As for the expectation value of S²: 3.83. Its total charge is -1. The calculated total energy comes out at -3572.21380 hartree. Its maximum force is 0.04070 hartree/bohr.

Positions of all 22 atoms, in Å:
O: -13.711 -14.483 -14.636
Cl: -13.606 -11.235 -14.614
C: -10.383 -15.812 -18.273
O: -15.033 -14.904 -12.861
Cl: -14.901 -13.357 -17.236
O: -12.389 -15.271 -19.285
C: -14.795 -15.335 -11.532
N: -11.776 -15.326 -18.248
H: -10.379 -16.849 -18.602
Cr: -12.898 -12.938 -16.005
H: -13.703 -17.186 -11.823
C: -13.887 -14.889 -13.546
O: -12.910 -15.501 -12.850
C: -13.497 -16.118 -11.731
O: -12.176 -14.928 -17.187
H: -15.582 -16.035 -11.260
F: -14.705 -14.277 -10.719
H: -10.069 -15.734 -17.233
Cl: -11.541 -11.753 -17.674
H: -12.846 -16.043 -10.859
Cl: -10.563 -13.743 -14.947
H: -9.729 -15.212 -18.897

No. 11
Formula: C4H6Cl4NP
Source: the Open Molecules 2025 dataset
Level of theory: ωB97M-V with the def2-TZVPD basis set

The structure (SMILES) is C=C(Cl)/N=P/C(=C)Cl.Cl.Cl. Its maximum force is 0.05238 hartree/bohr. The value obtained for the energy relative to the best compared isomer or geometry (same formula, charge and spin) is 38.53 kcal/mol.

Positions of all 16 atoms, in Å:
Cl: 2.347 3.385 0.059
H: 3.737 0.518 1.724
H: -1.334 -1.056 0.780
H: 2.067 0.857 2.173
C: 2.672 0.465 1.363
H: 2.290 2.260 0.813
Cl: 3.532 -0.959 -0.768
C: -1.813 -0.705 -0.093
N: 1.105 0.005 -0.426
P: 0.238 1.101 -1.082
H: -5.545 -3.039 -0.233
C: 2.321 -0.098 0.147
C: -1.369 0.145 -1.045
Cl: -5.142 -1.989 -0.901
Cl: -2.398 0.370 -2.408
H: -2.709 -1.259 -0.104

No. 12
Formula: C4H6ClF
Source: the Open Molecules 2025 dataset
Level of theory: ωB97M-V with the def2-TZVPD basis set

The structure (SMILES) is CC/C=C(/F)Cl. Its maximum force is 0.13021 hartree/bohr. The value obtained for the energy relative to the best compared isomer or geometry (same formula, charge and spin) is 30.80 kcal/mol.

Positions of all 12 atoms, in Å:
C: 0.672 0.662 0.052
H: 1.015 -1.247 -0.237
C: 2.839 -0.026 -0.240
H: 1.556 -0.887 1.326
H: 2.713 0.818 -1.029
C: -0.718 0.514 0.037
H: 3.484 0.381 0.633
H: 1.016 1.665 0.092
Cl: -1.454 -1.019 -0.081
C: 1.487 -0.487 0.339
H: 3.464 -0.697 -0.629
F: -1.580 1.480 0.009

Question: maximum force of number 11 (C4H6Cl4NP)?
Answer: 0.05238 hartree/bohr

Question: The highest maximum force belongs to which entry?
Answer: C4H6ClF

Question: Look up the maximum force of the fourth one.
Answer: 0.08450 hartree/bohr